Formula: C17H17FN6O2S
Source: the Open Molecules 2025 dataset
Level of theory: ωB97M-V/def2-TZVPD

Bonds (Å) are listed after each position.
Atoms and positions in Å:
1 H -4.06 -2.25 -3.57  C2 1.130
2 C -3.08 -2.76 -3.32  H1 1.130, C29 1.432, C42 1.369
3 N 1.73 1.27 3.56  C10 1.355, N21 1.354
4 H -1.63 0.75 2.44  C43 1.118
5 H -2.33 -1.06 0.38  O8 0.965
6 H -0.37 0.11 -1.43  C11 1.104
7 C -0.96 -1.45 2.20  H14 1.117, H23 1.100, C43 1.561, C44 1.424
8 O -2.26 -0.17 0.74  H5 0.965, C43 1.374
9 C -1.32 -4.39 -3.63  C24 1.328, H27 1.123, C29 1.417
10 C 1.75 1.84 2.33  N3 1.355, C36 1.495, N40 1.313
11 C 0.45 -0.06 -0.71  H6 1.104, C12 1.568, N26 1.467, H41 1.045
12 C 0.75 1.23 0.13  C11 1.568, H20 1.106, H34 1.110, N40 1.470
13 O -0.10 -3.50 -0.03  C22 1.291
14 H -1.39 -2.47 2.00  C7 1.117
15 H 3.95 6.10 -0.50  C25 1.082
16 C 2.80 5.09 1.03  C25 1.430, N31 1.297, N35 1.420
17 C -1.01 -2.72 -2.02  C22 1.496, C24 1.368, C42 1.473
18 H 0.82 -2.26 1.72  C44 1.100
19 H 2.45 6.88 0.14  C25 1.118
20 H 1.55 1.64 -0.51  C12 1.106
21 N 1.19 0.05 3.33  N3 1.354, C39 1.312
22 C -0.30 -2.44 -0.73  O13 1.291, C17 1.496, N26 1.395
23 H -0.64 -1.47 3.25  C7 1.100
24 C -0.69 -3.94 -2.55  C9 1.328, C17 1.368, H38 1.060
25 C 2.95 5.91 -0.14  H15 1.082, C16 1.430, H19 1.118, H37 1.112
26 N 0.03 -1.29 -0.02  C11 1.467, C22 1.395, C44 1.463
27 H -0.89 -5.26 -4.18  C9 1.123
28 F -3.14 -4.33 -5.19  C29 1.340
29 C -2.54 -3.83 -4.10  C2 1.432, C9 1.417, F28 1.340
30 H -2.67 -1.12 -2.05  C42 1.118
31 N 2.81 5.57 2.23  C16 1.297, S32 1.776
32 S 2.65 4.19 3.34  N31 1.776, C36 1.724
33 H -2.96 -0.44 2.52  C43 1.114
34 H -0.14 1.87 0.29  C12 1.110
35 N 2.49 3.72 0.84  C16 1.420, C36 1.291
36 C 2.19 3.23 1.99  C10 1.495, S32 1.724, N35 1.291
37 H 2.31 5.45 -0.92  C25 1.112
38 H -0.06 -4.65 -2.09  C24 1.060
39 C 1.00 -0.14 2.05  N21 1.312, N40 1.296, C44 1.582
40 N 1.33 0.96 1.45  C10 1.313, C12 1.470, C39 1.296
41 H 1.31 -0.15 -1.29  C11 1.045
42 C -2.27 -2.09 -2.45  C2 1.369, C17 1.473, H30 1.118
43 C -1.96 -0.26 2.07  H4 1.118, C7 1.561, O8 1.374, H33 1.114
44 C 0.24 -1.38 1.43  C7 1.424, H18 1.100, N26 1.463, C39 1.582

Summary:
E_HOMO: -9.167 eV
E_tot: -1634.96539 hartree
2S+1: 1
Gap between HOMO and LUMO: 8.992 eV
Structure (SMILES): Cc1nsc(-c2nnc3n2CCN(C(=O)c2ccc(F)cc2)[C@@H]3CCO)n1